Here is one molecule with the formula C23H26N4O5 from the OMol25 dataset. Energies are from ωB97M-V with the def2-TZVPD basis set.

CARTESIAN COORDINATES (ANGSTROEM)
C (-1.690, 3.043, -3.896)
C (-0.990, 3.791, -2.767)
C (-1.394, 3.321, -1.363)
C (-0.683, 4.173, -0.310)
C (-1.108, 1.822, -1.197)
N (-1.372, 1.382, 0.168)
C (-1.574, 0.066, 0.435)
O (-1.805, -0.773, -0.423)
N (-1.566, -0.283, 1.776)
C (-1.292, -1.667, 2.099)
C (0.098, -1.809, 2.701)
O (0.862, -2.729, 2.461)
N (0.395, -0.842, 3.592)
C (-0.375, 0.304, 3.777)
C (-0.153, 1.152, 4.852)
C (-0.901, 2.308, 4.989)
C (-1.874, 2.619, 4.053)
C (-2.105, 1.778, 2.979)
C (-1.355, 0.617, 2.825)
C (0.344, 1.391, -1.488)
O (1.319, 2.093, -1.330)
N (0.404, 0.098, -1.892)
C (1.596, -0.692, -1.647)
C (1.538, -1.133, -0.175)
O (1.064, -0.422, 0.681)
O (2.010, -2.339, 0.046)
C (1.682, -1.864, -2.584)
C (2.793, -2.047, -3.395)
C (2.862, -3.132, -4.251)
C (1.820, -4.042, -4.305)
C (0.709, -3.864, -3.498)
C (0.639, -2.782, -2.640)
H (-1.339, 2.016, -3.968)
H (-2.767, 3.034, -3.742)
H (-1.486, 3.532, -4.846)
H (-1.232, 4.853, -2.847)
H (0.090, 3.688, -2.874)
H (-2.477, 3.456, -1.249)
H (0.379, 3.946, -0.305)
H (-0.809, 5.227, -0.546)
H (-1.093, 4.005, 0.684)
H (-1.784, 1.253, -1.843)
H (-0.875, 1.908, 0.872)
H (-1.371, -2.258, 1.184)
H (-2.027, -2.036, 2.827)
H (1.285, -0.900, 4.072)
H (0.614, 0.907, 5.572)
H (-0.722, 2.966, 5.824)
H (-2.461, 3.518, 4.162)
H (-2.870, 2.009, 2.254)
H (-0.461, -0.432, -1.830)
H (2.459, -0.023, -1.760)
H (1.814, -2.633, 0.970)
H (3.607, -1.338, -3.356)
H (3.731, -3.267, -4.879)
H (1.874, -4.888, -4.973)
H (-0.105, -4.573, -3.534)
H (-0.227, -2.654, -2.006)

Summary:
SMILES string = CC[C@H](C)[C@H](NC(=O)N1CC(=O)Nc2ccccc21)C(=O)N[C@@H](C(=O)O)c1ccccc1
E_tot = -1487.40287 Ha
energy relative to the best compared isomer or geometry (same formula, charge and spin) = 0.0 kcal/mol
orbital gap = 0.343 Eh
HOMO = -8.6 eV